Entry 1:
Computed, not measured: a structure of composition C13H30ClLuO2P2 at a distorted geometry, with ωB97M-V with the def2-TZVPD basis set.

The calculation puts the HOMO energy (spin up / spin down) at -16.67 / -16.07 eV. The total charge is +2. For the total energy, the calculation gives -82767.5544 eV. As for the spin multiplicity: 1.

Last column: natural (NBO) charge in e.
Positions of all 49 atoms, in Å:
C 0.96 0.54 -3.77  -0.9207
C 2.12 2.47 0.14  -0.6138
H 2.70 2.53 -0.79  0.2204
O -3.44 -0.33 -0.01  -0.3742
H 2.18 0.09 -1.04  0.2527
H -1.46 0.97 3.08  0.2513
H 1.96 -1.07 3.09  0.2499
C -0.73 2.50 -2.68  -0.9219
H 1.78 1.21 -3.46  0.2533
H 2.45 3.30 0.78  0.2508
H 2.37 -0.97 0.37  0.2664
C -0.60 0.39 3.43  -0.9253
H -1.53 -2.40 3.85  0.2728
H 1.42 -2.68 2.50  0.2585
P -0.43 0.70 -2.58  0.7883
H -2.63 -1.62 2.66  0.2531
C -3.64 -2.71 -0.57  -0.7590
H -0.99 2.78 -3.71  0.2733
H -3.23 -3.45 0.14  0.2824
C -1.66 -2.12 2.79  -0.9314
H 4.44 0.96 0.30  0.2316
H -3.38 -3.04 -1.59  0.2872
H -1.81 -1.01 -3.56  0.2443
O -1.86 1.95 0.57  -0.4297
H -2.76 0.44 -3.15  0.2556
H 0.18 3.04 -2.37  0.2589
H -1.62 -3.02 2.16  0.2416
H -0.80 0.01 4.44  0.2737
H -4.74 -2.66 -0.47  0.2910
Lu -0.10 -1.07 -0.48  1.3423
H 0.87 -2.08 4.11  0.2674
H -1.71 0.44 -4.61  0.2720
H 0.29 1.03 3.43  0.2539
Cl 1.36 -2.75 -1.46  -0.4948
C 2.33 1.13 0.84  -0.2912
C -1.82 0.08 -3.58  -0.9294
C -3.00 -1.40 -0.32  0.5018
P -0.33 -0.99 2.29  0.7894
H 4.15 1.77 1.87  0.2570
C -1.29 1.00 0.25  0.5063
C 1.13 -1.78 3.08  -0.9221
C 1.89 -0.05 0.01  -0.4560
H 1.74 1.16 1.77  0.2190
C 3.81 0.96 1.21  -0.5903
H 1.31 -0.50 -3.76  0.2639
H 1.07 2.67 -0.11  0.1973
H 3.98 0.01 1.71  0.2191
H -1.55 2.76 -2.00  0.2476
H 0.62 0.82 -4.78  0.2659



Entry 2:
Computed, not measured: a structure of composition C23H17N4O3PtS at a distorted geometry, with ωB97M-V with the def2-TZVPD basis set.

The calculation puts the HOMO energy at -10.89 eV. The total charge is +1. For the total energy, the calculation gives -50301.1518 eV. As for the spin multiplicity: 1.

Last column: natural (NBO) charge in e.
Positions of all 49 atoms, in Å:
C 0.84 -3.82 1.66  -0.8163
C -1.83 -0.86 -4.79  -0.0876
C 1.59 1.34 0.59  -0.4173
H -2.32 4.31 0.58  0.2525
H 1.53 4.05 2.89  0.2165
N -0.39 -0.36 -2.46  -0.4816
C -3.49 2.18 -3.42  0.1383
H 1.60 -4.26 1.02  0.2422
C 2.56 -1.76 1.81  -0.8316
C -1.67 1.57 -1.97  0.1471
H 0.75 -2.00 -2.92  0.2358
C -2.17 0.24 -3.97  -0.0974
C -3.25 1.14 -4.24  -0.1559
O -5.52 2.60 -4.42  -0.3326
H -3.87 1.00 -5.11  0.2665
N -0.86 1.70 -0.88  -0.3965
H -2.40 -1.05 -5.69  0.2430
Pt 0.65 0.41 -0.84  0.9206
H 1.03 -4.04 2.71  0.2510
H 6.02 2.33 4.02  0.2367
C -2.16 3.54 -0.17  -0.2278
C -1.10 2.65 0.00  0.1061
H 3.18 -2.48 1.26  0.2380
C 3.01 2.56 2.46  -0.0417
C 5.30 4.44 5.47  0.2620
N 5.93 4.95 6.29  -0.2737
H -0.48 -2.50 -5.03  0.2514
C 5.03 2.70 3.77  -0.1541
H 2.77 -0.74 1.51  0.2665
H 2.87 5.15 4.65  0.2352
N -4.60 3.08 -3.81  0.5161
C -0.07 -1.38 -3.25  0.1075
O 0.67 -1.87 -0.05  -1.0256
C 4.52 3.80 4.44  -0.1631
H -0.43 2.70 0.84  0.2554
C -1.41 0.45 -2.83  0.2453
C -0.78 -1.65 -4.43  -0.2346
C 2.51 3.67 3.14  -0.2162
C -2.96 3.46 -1.28  -0.0954
H 4.68 1.22 2.26  0.2198
C 4.28 2.08 2.79  -0.2149
H -3.76 4.17 -1.43  0.2676
C -2.73 2.45 -2.23  -0.0940
C 2.23 1.91 1.45  -0.0331
C 3.26 4.29 4.12  -0.1444
H -0.15 -4.18 1.38  0.2536
H 2.71 -1.86 2.88  0.2515
O -4.48 4.25 -3.51  -0.3594
S 0.84 -2.05 1.45  1.2683



Sequential ΔE to the lowest compared entry with this formula, charge and spin output: 0.000 1.465 eV